(1)
The following is a quantum chemistry calculation of a cluster of 5 separate species, C27H61ClN4O7 in total in a non-equilibrium geometry, from the Open Molecules 2025 dataset.

Structure (XYZ):
```
100
C27H61ClN4O7, DFT ωB97M-V with the def2-TZVPD basis set
N -7.130 -1.044 -5.116
H -6.562 -0.221 -4.889
H -7.545 -1.385 -4.230
H -6.586 -1.763 -5.587
H -7.923 -0.793 -5.707
Cl -9.427 -1.335 -2.026
O -9.010 -2.246 -0.990
O -9.130 -1.927 -3.333
O -10.840 -1.093 -1.960
O -8.660 -0.109 -1.926
C -5.110 3.952 -4.208
C -6.331 3.082 -4.615
C -7.312 3.963 -5.375
C -6.862 4.244 -6.804
C -6.631 2.908 -7.520
C -5.558 2.096 -6.819
N -5.977 1.909 -5.432
O -5.083 1.056 -4.740
C -5.486 0.735 -7.522
C -4.160 2.735 -7.015
C -7.040 2.556 -3.343
H -5.025 4.884 -4.767
H -4.174 3.416 -4.408
H -5.083 4.174 -3.146
H -8.319 3.533 -5.451
H -7.465 4.907 -4.849
H -5.939 4.841 -6.737
H -7.517 4.909 -7.370
H -6.376 3.150 -8.552
H -7.597 2.404 -7.425
H -6.414 0.159 -7.472
H -5.217 0.862 -8.571
H -4.697 0.112 -7.086
H -3.488 2.389 -6.220
H -3.712 2.432 -7.956
H -4.130 3.818 -6.907
H -7.142 1.477 -3.343
H -8.044 2.964 -3.242
H -6.502 2.813 -2.432
H -4.241 1.521 -4.619
C -10.702 -0.677 -8.614
C -10.256 -0.992 -7.175
C -11.455 -1.508 -6.395
C -11.875 -2.906 -6.810
C -10.741 -3.848 -6.420
C -9.387 -3.456 -7.038
N -9.210 -2.003 -7.093
O -8.038 -1.627 -7.805
C -8.311 -4.067 -6.151
C -9.333 -4.083 -8.441
C -9.845 0.304 -6.471
H -9.884 -0.328 -9.251
H -11.493 0.070 -8.613
H -11.103 -1.571 -9.095
H -11.324 -1.436 -5.311
H -12.317 -0.838 -6.527
H -12.127 -2.967 -7.868
H -12.756 -3.227 -6.248
H -10.975 -4.871 -6.716
H -10.647 -3.848 -5.330
H -8.532 -5.132 -6.051
H -7.314 -3.933 -6.567
H -8.384 -3.617 -5.159
H -8.356 -3.923 -8.907
H -9.528 -5.152 -8.439
H -10.077 -3.592 -9.075
H -8.946 0.717 -6.940
H -9.614 0.082 -5.422
H -10.654 1.029 -6.425
H -8.264 -1.634 -8.748
C -2.678 -3.558 -5.309
C -4.142 -3.720 -5.740
C -4.243 -5.074 -6.480
C -4.578 -6.294 -5.619
C -5.603 -5.988 -4.554
C -5.308 -4.761 -3.679
N -5.062 -3.662 -4.595
O -5.019 -2.413 -3.945
C -6.606 -4.510 -2.876
C -4.176 -5.044 -2.670
C -4.511 -2.602 -6.708
H -2.028 -3.387 -6.168
H -2.289 -4.463 -4.837
H -2.551 -2.781 -4.551
H -4.880 -5.021 -7.371
H -3.258 -5.204 -6.944
H -3.631 -6.713 -5.264
H -4.968 -7.084 -6.268
H -5.793 -6.868 -3.936
H -6.570 -5.777 -5.022
H -7.094 -3.590 -3.207
H -7.327 -5.320 -2.939
H -6.390 -4.305 -1.826
H -4.373 -5.977 -2.143
H -3.240 -5.246 -3.199
H -4.017 -4.203 -1.997
H -5.507 -2.793 -7.111
H -3.818 -2.631 -7.552
H -4.447 -1.613 -6.253
H -4.179 -2.323 -3.469
```

Computed properties:
* energy relative to the best compared isomer or geometry (same formula, charge and spin): 4.13 kcal per mole
* Kohn-Sham gap: 9.0 eV
* LUMO: 0.23 eV
* HOMO level: -8.74 eV
* strongest force on any atom: 0.0333 Eh/bohr

(2)
The following is a quantum chemistry calculation of a cluster of 2 separate species, C12H17N in total in a non-equilibrium geometry, from the Open Molecules 2025 dataset.

Structure (XYZ):
```
30
C12H17N, DFT ωB97M-V with the def2-TZVPD basis set
C 1.210 1.336 -3.073
C 1.851 1.016 -1.726
C 1.209 1.674 -0.552
C 1.119 3.009 -0.346
N 0.372 3.258 0.786
C 0.018 2.072 1.362
C -0.701 1.785 2.530
C -0.812 0.476 2.915
C -0.101 -0.538 2.224
C 0.553 -0.263 1.047
C 0.526 1.047 0.556
H 1.821 0.902 -3.871
H 1.279 2.401 -3.319
H 0.182 1.000 -3.177
H 1.832 -0.069 -1.606
H 2.912 1.254 -1.810
H 1.325 3.814 -1.029
H 0.188 4.162 1.180
H -1.173 2.592 3.074
H -1.272 0.126 3.827
H -0.106 -1.485 2.742
H 1.025 -1.095 0.536
C -2.141 -3.129 0.107
C -1.168 -4.022 -0.691
H -1.602 -2.658 0.934
H -2.554 -2.291 -0.453
H -2.915 -3.694 0.613
H -0.135 -3.941 -0.356
H -1.531 -5.051 -0.694
H -1.211 -3.686 -1.731
```

Computed properties:
* SMILES string: CCc1c[nH]c2ccccc12.CC
* energy relative to the best compared isomer or geometry (same formula, charge and spin): 14.36 kcal per mole
* Kohn-Sham gap: 8.8 eV
* LUMO: 0.92 eV
* HOMO level: -7.86 eV
* strongest force on any atom: 0.0248 Eh/bohr

(3)
The following is a quantum chemistry calculation of a cluster of 2 separate species, CH4FOP in total in a non-equilibrium geometry, from the Open Molecules 2025 dataset.

Structure (XYZ):
```
8
CH4FOP, DFT ωB97M-V with the def2-TZVPD basis set
C -0.740 0.105 0.252
O -0.611 1.479 0.038
F 1.608 0.097 -0.679
P 1.010 -0.412 0.701
H -1.370 -0.091 1.032
H -1.144 -0.398 -0.551
H -0.106 1.521 -0.829
H 1.354 -2.300 0.037
```

Computed properties:
* energy relative to the best compared isomer or geometry (same formula, charge and spin): 74.19 kcal per mole
* Kohn-Sham gap: 9.4 eV
* LUMO: -0.01 eV
* HOMO level: -9.39 eV
* strongest force on any atom: 0.0640 Eh/bohr

(4)
The following is a quantum chemistry calculation of a cluster of 2 separate species, C2H6O2 in total, from the Open Molecules 2025 dataset.

Structure (XYZ):
```
10
C2H6O2, DFT ωB97M-V with the def2-TZVPD basis set
C -3.002 0.003 0.787
C -2.036 0.729 0.243
O -0.818 0.311 -0.194
H -3.929 0.494 1.055
H -2.943 -1.051 1.028
H -2.165 1.799 0.135
H -0.730 -0.620 0.038
O 5.061 -0.834 -1.275
H 4.850 -0.678 -0.345
H 5.713 -0.154 -1.471
```

Computed properties:
* SMILES string: C=CO.O
* energy relative to the best compared isomer or geometry (same formula, charge and spin): 22.80 kcal per mole
* Kohn-Sham gap: 10.0 eV
* LUMO: 0.84 eV
* HOMO level: -9.19 eV
* strongest force on any atom: 0.0071 Eh/bohr